55
Properties=species:S:1:pos:R:3:forces:R:3:mulliken_charge:R:1 method="wB97M-V/def2-TZVPD" multiplicity=1 energy_ev=-172981.13426 e_homo_ev=-4.50 lumo_energy_ev=2.478 max_force_ev_per_a=0.78 e_above_lowest_kcal_mol=0.0 charge=-1
Pd 0.12121 -2.01379 -1.47875 -0.18 -0.09 -0.76 0.62
C 3.77159 -3.54558 -0.41082 -0.01 0.00 0.09 -0.48
O 4.61486 -2.41894 -0.69691 0.00 -0.04 -0.22 -0.52
C 4.06661 -1.17738 -0.75730 0.11 0.09 0.13 0.50
C 4.87828 -0.13576 -0.34882 -0.01 -0.05 0.04 -0.53
C 4.44955 1.19292 -0.39039 -0.02 0.05 -0.01 -0.68
C 3.16643 1.46412 -0.80784 0.06 -0.04 0.06 -0.88
C 2.30711 0.42771 -1.20093 -0.13 -0.02 0.11 0.64
C 0.93138 0.79505 -1.47363 0.01 -0.05 -0.09 -0.40
N -0.02760 -0.04476 -1.57807 -0.11 0.27 0.36 0.36
N -1.31985 0.44312 -1.73444 0.06 -0.05 0.09 -1.01
C -2.17915 -0.53860 -1.61412 -0.06 0.08 0.03 0.71
O -1.90978 -1.78029 -1.43111 0.17 -0.03 -0.05 -1.00
C -3.62624 -0.17334 -1.67906 0.02 -0.01 0.04 0.61
C -4.57079 -1.18417 -1.82122 -0.01 0.01 0.04 -0.47
C -5.92159 -0.87271 -1.87251 -0.01 0.00 0.00 -0.55
C -6.33763 0.44748 -1.77273 -0.01 0.00 0.00 -0.35
C -5.39685 1.45874 -1.62443 0.01 -0.01 0.00 -0.65
C -4.04597 1.15103 -1.58022 0.01 0.02 -0.04 -0.29
C 2.75740 -0.92073 -1.25632 -0.06 0.08 -0.26 0.73
O 2.08639 -1.89723 -1.79676 0.07 -0.14 0.41 -1.01
H 4.45778 -4.33962 -0.12241 -0.01 -0.01 0.01 0.30
H 3.09727 -3.32219 0.41799 0.00 -0.01 -0.02 0.15
H 3.17953 -3.83862 -1.27267 0.04 -0.02 0.00 0.17
H 5.87040 -0.39093 0.00422 0.00 0.00 0.00 0.42
H 5.11510 1.98966 -0.08301 -0.01 0.00 0.00 0.41
H 2.79112 2.48112 -0.81394 -0.01 0.01 0.01 0.36
H 0.67072 1.85139 -1.52262 0.02 -0.01 -0.04 0.39
H -4.22555 -2.20737 -1.88180 0.00 0.00 -0.01 0.43
H -6.65199 -1.66379 -1.98752 0.00 0.00 0.00 0.38
H -7.39278 0.68930 -1.80880 0.00 0.00 0.00 0.37
H -5.71776 2.49004 -1.54361 0.00 0.00 0.00 0.36
H -3.29959 1.92764 -1.47670 0.00 -0.02 0.01 0.45
C -1.89552 -0.02036 1.90701 0.09 -0.11 0.08 -1.24
N -0.49841 0.33967 2.00284 0.03 0.00 -0.01 0.41
C 0.55299 -0.52432 1.90329 0.00 -0.07 -0.13 -0.53
Se 0.50756 -2.31031 1.57454 0.01 0.00 0.33 -0.24
N 1.67741 0.23243 2.05905 0.01 0.00 -0.04 0.16
C 1.35823 1.56630 2.21829 0.01 0.03 -0.02 0.30
C 2.12922 2.70374 2.37346 0.00 -0.01 -0.01 -0.79
C 1.45671 3.91263 2.51022 -0.01 0.01 0.00 -0.55
C 0.06406 3.97607 2.49193 0.01 0.01 0.00 -0.61
C -0.70923 2.83167 2.33454 0.01 -0.01 -0.01 -0.70
C -0.03649 1.63037 2.19533 -0.01 0.05 0.00 0.77
H -1.95791 -1.03842 1.52886 0.00 -0.01 -0.02 0.33
H -2.38994 0.65504 1.21716 -0.11 0.09 -0.14 0.34
H -2.36845 0.03788 2.88962 -0.02 -0.02 -0.02 0.35
H 2.59083 -0.15177 1.87691 0.02 0.00 -0.03 0.32
H 3.20950 2.65234 2.37297 0.00 0.00 -0.01 0.44
H 2.02725 4.82455 2.62965 0.00 0.00 0.00 0.38
H -0.42450 4.93582 2.59824 0.00 0.00 0.00 0.38
H -1.78973 2.87666 2.30848 0.00 0.01 0.01 0.44
Se 0.11755 -4.44256 -1.96551 -0.04 -0.16 0.14 -0.17
C 0.27445 -5.25811 -0.31904 0.05 0.26 -0.07 0.25
N 0.39482 -5.77283 0.70947 -0.01 -0.06 -0.02 -0.58